1.
Formula: C37H47BrN4O3P2Rh
Source: OMol25
Level of theory: ωB97M-V/def2-TZVPD

Geometry as XYZ:
```
95
C37H47BrN4O3P2Rh (ωB97M-V/def2-TZVPD)
C -0.874 -5.662 0.037
H 3.452 -1.797 -5.685
C 3.475 -2.014 -2.381
C -3.211 1.977 2.366
C -0.951 3.296 2.620
C 0.780 -4.675 1.473
H 1.157 -3.918 2.139
C 2.832 -1.824 -3.570
C -1.509 -1.138 -3.456
N 1.270 -0.110 -0.086
H 2.564 -3.138 -5.181
H -3.700 1.160 1.856
H 0.115 -0.208 5.083
C -1.203 -0.684 3.432
H 3.761 0.739 0.049
C 1.563 -5.828 1.338
H -2.723 -1.905 2.444
N -2.217 7.328 0.422
C -1.671 2.107 2.009
C 1.680 -0.999 -3.553
H 4.453 -2.593 -2.303
H -0.318 -2.916 -2.860
C 3.340 -2.516 -4.823
H -1.575 1.393 -5.035
C -0.931 -0.121 4.853
H -1.467 -0.772 5.543
H 0.096 3.289 2.207
C -1.148 -3.158 0.777
H 4.805 1.836 2.147
C 0.740 2.562 -2.678
H -1.938 -2.702 -2.022
H -3.212 -0.886 0.733
H 4.246 -3.060 -4.601
H -0.212 -7.338 -1.185
C 1.619 1.498 3.240
C -2.952 -0.772 -3.678
C -2.557 -1.404 3.375
H -1.837 -3.258 -3.651
H -0.840 2.984 -4.769
C 3.048 -1.470 -1.145
H -3.347 -0.647 3.532
H 1.137 2.096 -1.777
H 2.361 -6.157 1.987
C 3.756 1.532 2.053
H -3.269 -0.731 -1.053
H -0.781 3.267 3.778
C 1.840 -0.749 -1.155
C -0.885 7.645 0.398
Rh -0.731 -0.358 -0.170
H -1.302 0.895 4.984
H 3.070 3.321 4.693
C 3.597 2.389 4.473
C 1.079 -0.634 -2.364
C -0.701 1.911 -4.624
H 1.012 1.689 4.145
Br -2.615 -5.892 -0.691
C -2.765 -0.298 -0.123
H 1.893 -7.543 0.087
H -1.437 4.218 2.285
H -3.582 2.936 1.888
H -1.020 -1.031 -4.448
H -3.279 -1.145 -4.618
H 1.550 2.535 -3.371
C -1.390 -2.567 -2.952
O -2.538 6.322 -0.236
C -0.133 7.993 1.542
C 1.243 -6.729 0.327
C 3.176 0.957 0.925
H -2.586 -2.164 4.176
P -0.555 0.067 -2.422
C 1.820 0.524 0.971
H 3.388 1.657 5.311
H -3.270 1.950 3.482
H 3.632 -1.443 -0.207
H -3.529 -1.239 -2.865
H 0.177 1.546 -5.156
H 4.656 2.592 4.369
O -2.391 -3.162 0.787
N 0.453 8.375 2.510
C -0.179 7.222 -0.724
N 0.433 7.169 -1.713
C 0.999 0.841 2.156
H -3.071 0.777 -0.063
C 0.030 -6.631 -0.351
C -0.568 1.756 -3.129
H -3.020 0.342 -3.667
H 1.192 -0.887 -4.503
H -1.425 2.286 -2.543
H 0.580 3.624 -2.451
H -1.688 2.258 0.918
P -0.789 0.494 2.049
C -0.414 -4.536 0.799
C 3.000 1.777 3.213
H -0.481 -1.522 3.321
O -0.287 -2.200 0.732
```

Highest occupied orbital energy (alpha / beta), eV: -3.07 / -4.45
Spin multiplicity: 5
E_LUMO (alpha / beta), eV: 2.0 / 0.5
Frontier orbital gap (alpha / beta), eV: 5.11 / 4.91
E_tot, hartree: -5249.928045
Net charge: -1

Results of the Mulliken charge analysis, in e, for atoms 1 through 8: C -0.11; H 0.30; C -0.95; C -1.66; C -1.43; C -0.18; H 0.36; C 0.76

2.
Formula: C19H29NO
Source: OMol25
Level of theory: ωB97M-V/def2-TZVPD

Geometry as XYZ:
```
50
C19H29NO (ωB97M-V/def2-TZVPD)
H -0.305 -2.573 -1.707
H 5.345 0.447 -2.177
C -4.478 -1.549 3.940
H 3.870 1.732 -0.730
H -0.792 1.322 -0.913
H 5.629 -2.935 -0.451
H -3.790 5.148 -0.018
C -0.297 -1.504 -1.450
C -1.009 3.454 -0.950
H 4.016 -0.636 -2.672
C -3.581 3.013 0.007
H 5.723 -0.675 -0.176
C 2.046 0.646 -0.999
H -1.504 5.541 -0.873
O 1.074 0.495 -2.021
C 4.944 -2.421 -1.134
C -1.451 2.158 -0.719
C -2.109 -1.960 3.850
H -1.226 -1.927 1.890
C 3.421 1.114 -1.522
C -3.333 -1.538 1.824
C -2.737 1.937 -0.242
H 5.324 -2.409 -2.159
H 0.435 -0.875 -3.358
C -1.850 4.530 -0.697
N -0.130 -1.379 -0.007
H -5.436 -1.179 2.056
C 0.812 -0.864 -2.323
H -4.584 2.841 0.377
C 4.413 -0.031 -1.848
H 1.669 1.441 -0.335
H 2.164 -0.240 -0.368
H -1.288 -1.098 -1.682
H -1.175 -2.174 4.355
H -3.083 0.926 -0.063
H 3.994 -2.968 -1.081
C -3.135 4.309 -0.217
H 4.008 -0.963 0.141
H 3.311 1.754 -2.404
H -5.392 -1.449 4.513
C -4.503 -1.401 2.559
H 0.684 -1.863 0.335
C -3.280 -1.826 4.587
H -0.008 3.624 -1.329
C -2.135 -1.819 2.468
H 1.743 -1.453 -2.349
H -3.352 -1.426 0.746
C 4.769 -0.937 -0.647
H -0.168 -0.422 0.304
H -3.260 -1.938 5.664
```

SMILES: CCCCCOCCN.c1ccccc1.c1ccccc1
Highest occupied orbital energy, eV: -9.03
E_LUMO, eV: 0.8
Frontier orbital gap, eV: 9.84
Energy relative to the best compared isomer or geometry (same formula, charge and spin), eV: 1.511
E_tot, hartree: -871.329678

Results of the Mulliken charge analysis, in e, for atoms 1 through 8: H 0.55; H 0.35; C -0.40; H 0.37; H 0.31; H 0.39; H 0.36; C -0.82

3.
Formula: C20H22N3O8
Source: OMol25
Level of theory: ωB97M-V/def2-TZVPD

Geometry as XYZ:
```
53
C20H22N3O8 (ωB97M-V/def2-TZVPD)
C 1.381 -8.012 -2.528
C -0.264 -3.181 -2.127
O 0.116 -1.261 2.666
H -0.503 -3.455 -3.146
C -0.315 3.051 -0.555
C -0.313 8.428 2.449
H 2.714 -3.705 -2.707
H -1.471 6.675 2.042
H 3.300 -4.810 -3.958
C -2.405 4.465 1.879
H 2.708 -7.094 -3.947
H -0.606 5.189 -0.601
N 0.638 -3.637 0.020
H 1.667 -2.652 3.399
C 0.637 -2.123 1.980
H 1.739 -3.992 -4.166
H 0.917 4.118 1.758
C 0.759 -5.391 -1.718
N -0.520 7.024 2.104
H 1.620 -9.022 -2.847
C -0.408 -1.465 -0.258
C -3.412 3.393 2.215
H -0.575 -6.337 -0.308
H -0.172 9.006 1.535
H -3.274 2.562 1.523
C 0.461 -7.800 -1.501
O 0.215 2.071 0.025
C 0.444 6.171 1.742
C 0.082 4.708 1.379
H -3.254 3.052 3.235
H -4.416 3.796 2.100
H 0.578 8.528 3.072
O -1.179 2.931 -1.444
H -1.004 3.107 2.174
H 1.084 4.688 -0.529
O -0.881 -0.264 0.250
C 0.377 -4.044 -1.283
C 1.699 -5.607 -2.751
C 2.405 -4.461 -3.435
N -1.130 4.085 1.956
O 1.552 -2.983 2.495
C 1.994 -6.920 -3.147
H -0.023 -8.645 -1.019
H 1.246 -4.222 0.593
C 0.257 -2.383 0.561
O -2.795 5.584 1.571
O -1.265 -1.170 -2.475
H -1.179 8.808 2.991
C 0.155 -6.497 -1.097
C 0.085 4.478 -0.143
O 1.624 6.523 1.733
H -0.419 0.558 -0.093
C -0.671 -1.868 -1.663
```

Highest occupied orbital energy, eV: -4.97
E_LUMO, eV: 2.2
Frontier orbital gap, eV: 7.19
Energy relative to the best compared isomer or geometry (same formula, charge and spin), eV: 0.000
E_tot, hartree: -1541.669361
Net charge: -1

Results of the Mulliken charge analysis, in e, for atoms 1 through 8: C -0.53; C -0.36; O -0.53; H 0.60; C 0.51; C -1.02; H 0.33; H 0.24

4.
Formula: H4NS
Source: OMol25
Level of theory: ωB97M-V/def2-TZVPD

Geometry as XYZ:
```
6
H4NS (ωB97M-V/def2-TZVPD)
N 0.898 -0.854 0.125
H 1.383 -0.911 1.014
H 1.358 -0.165 -0.456
S -1.125 1.209 -0.513
H -0.064 -0.433 0.240
H -2.450 1.154 -0.410
```

Highest occupied orbital energy, eV: -2.64
E_LUMO, eV: 4.9
Frontier orbital gap, eV: 7.54
Energy relative to the best compared isomer or geometry (same formula, charge and spin), eV: 0.263
E_tot, hartree: -455.365045
Net charge: -1

Atom-resolved charges from Mulliken, all expressed in e: N -0.71; H 0.16; H 0.22; S -0.88; H 0.26; H -0.05

5.
Formula: C40H47CoFN5O3S
Source: OMol25
Level of theory: ωB97M-V/def2-TZVPD

Geometry as XYZ:
```
98
C40H47CoFN5O3S (ωB97M-V/def2-TZVPD)
N -0.846 8.298 -0.387
O 0.064 0.327 2.541
C -2.177 0.966 -2.574
C -0.198 -0.471 -2.222
H -3.454 -1.618 -2.297
C -0.512 6.662 1.367
N -0.114 5.038 3.153
H -2.553 10.156 -2.622
C 0.175 2.707 2.628
H 0.328 0.404 -1.841
H 0.332 5.667 5.078
H -3.254 1.023 -2.672
N -1.136 10.979 -1.271
H -2.048 -0.420 2.067
C -0.522 5.912 -0.904
C -0.364 4.619 -0.490
H -7.599 0.099 0.406
C -0.265 6.008 4.229
C 3.117 3.073 0.540
C -1.726 6.131 4.648
C 4.468 3.523 2.471
H 4.943 4.230 3.134
C 4.096 1.251 1.787
C -1.424 8.570 -1.691
C 4.064 -1.686 -1.089
H -2.916 9.919 -0.897
H -0.031 -0.534 -3.293
H -1.836 1.801 -1.969
H 5.152 -3.439 -1.638
C -0.035 2.922 1.235
H -2.168 7.812 -1.935
C 6.427 -0.307 -1.573
H 0.236 11.425 0.282
C -0.623 6.970 0.014
H -6.874 0.937 -0.969
N -1.845 -0.286 -0.470
C -0.242 4.315 0.868
C -2.397 -1.575 -2.526
H 7.246 -2.214 -2.087
H 5.342 1.455 -1.018
C 6.372 -1.681 -1.751
H -3.535 -1.074 4.189
C -6.811 0.051 -0.339
H -0.616 7.468 2.072
C 3.340 1.718 0.726
H -6.284 -0.005 2.298
H -2.352 6.425 3.808
H -0.405 11.013 -1.994
H 3.137 -2.209 -0.907
C -1.700 -0.347 -1.920
N 1.682 -0.489 0.260
H 0.612 9.043 0.905
C 0.155 9.289 -0.052
H 4.254 0.194 1.924
H 0.281 3.545 4.548
C 4.135 -0.317 -0.911
H -1.285 10.655 0.800
O 1.137 1.282 4.235
C -3.008 -0.277 1.579
C -2.122 9.929 -1.645
H 2.516 3.406 -0.292
C 0.120 3.755 3.498
C -4.143 -0.174 2.349
H 5.266 1.814 3.481
H 0.208 -1.371 -1.761
C -4.319 -0.109 -0.441
C 0.502 1.324 3.201
C -5.380 -0.066 1.712
C -5.469 -0.045 0.321
S 2.611 0.585 -0.491
H -1.743 1.050 -3.566
C 3.685 3.978 1.421
H -5.040 -0.152 4.294
H -2.089 5.181 5.031
H -6.992 -0.817 -0.970
C 5.304 0.385 -1.155
C 4.662 2.164 2.661
C -0.290 5.354 1.824
C -0.505 10.664 0.037
H -0.669 8.565 -2.493
H -1.823 6.874 5.434
C 5.195 -2.370 -1.503
H -2.278 -1.551 -3.606
Co -0.233 0.012 0.648
H 2.154 -0.991 1.009
C -3.037 -0.229 0.157
O -0.017 2.051 0.332
H 0.134 6.972 3.916
C -4.052 -0.182 3.843
H -1.588 11.900 -1.242
H -0.303 3.819 -1.210
H -1.934 -2.480 -2.146
H 3.532 5.038 1.277
H 7.344 0.229 -1.762
H -3.485 0.682 4.188
H -4.437 -0.053 -1.509
H 0.958 9.311 -0.809
F -0.559 6.149 -2.233
```

Highest occupied orbital energy (alpha / beta), eV: -12.33 / -12.87
Spin multiplicity: 5
E_LUMO (alpha / beta), eV: -4.7 / -5.7
Frontier orbital gap (alpha / beta), eV: 7.59 / 7.16
Energy relative to the best compared isomer or geometry (same formula, charge and spin), eV: 0.216
E_tot, hartree: -3932.297473
Net charge: +2

Results of the Mulliken charge analysis, in e, for atoms 1 through 8: N 0.24; O -0.73; C -1.47; C -1.99; H 0.41; C -1.16; N 0.28; H 0.45

6.
Formula: C57H34CaCl6N4
Source: OMol25
Level of theory: ωB97M-V/def2-TZVPD

Geometry as XYZ:
```
102
C57H34CaCl6N4 (ωB97M-V/def2-TZVPD)
C 2.985 3.385 -0.248
H 2.286 -1.961 -4.753
H 4.667 2.555 -1.293
H -5.356 -0.335 2.035
C -2.700 -1.471 -1.301
H 4.926 6.754 -0.492
H 6.601 0.162 -0.956
H 1.414 1.910 4.424
Cl -2.228 -4.021 4.338
H 2.425 -2.294 -7.193
C -0.791 -0.876 -5.622
H 1.521 4.511 0.829
H -1.543 -0.759 -7.624
N -1.432 -1.004 -1.450
C 3.166 5.755 0.239
C 1.439 -1.711 -5.380
C 5.984 -1.296 -2.400
C 4.918 4.658 -0.972
H 4.358 0.294 0.090
H 1.814 0.975 -4.615
C 4.391 5.814 -0.416
C 1.281 1.820 3.357
Cl 3.036 -1.167 2.670
C -3.004 -2.367 -2.362
C 0.448 -1.556 -7.569
H 2.748 6.649 0.686
H -3.930 -2.908 -2.477
C 1.630 1.828 1.142
C -0.780 -3.192 3.869
C -5.087 -1.304 -0.615
C -5.985 -2.018 0.189
C 5.783 -0.438 -1.331
H -8.875 -1.579 -1.537
C 1.816 0.905 -3.539
C 2.306 1.830 -2.675
C 2.077 -0.937 -0.701
Cl -0.130 -3.210 6.502
Cl 2.526 -1.829 5.638
C 0.280 -1.209 -4.789
C 4.524 -0.362 -0.756
Cl -1.666 -3.387 1.337
H -1.776 -2.970 -4.101
C 0.198 -0.985 -3.322
C 2.477 4.558 0.324
C -0.531 -2.859 2.540
H -0.786 3.302 4.502
C 1.324 -2.199 4.447
H -7.311 -0.340 -3.014
C -0.948 -1.514 -2.638
H 3.170 2.632 2.523
C -1.975 0.598 6.972
C -4.284 -0.229 2.061
C 2.197 2.187 2.374
C 4.230 3.457 -0.882
H -2.294 -0.174 7.663
C -6.942 -0.820 -2.115
H -1.994 2.157 8.452
C -7.823 -1.508 -1.284
C -1.095 0.883 3.310
H -1.226 3.891 6.862
H -1.860 -0.748 5.306
Ca -0.308 -0.528 0.366
H 5.144 -2.772 -3.705
C -1.797 1.899 7.418
C -0.707 -1.040 -6.994
C 3.466 -1.127 -1.245
Cl 7.560 -1.382 -3.144
C -3.667 -1.118 -0.259
H 2.780 2.759 -2.941
C -1.900 -2.397 -3.194
H 2.135 -0.656 0.350
H 2.900 -2.634 -2.654
C 3.708 -2.007 -2.295
H 5.878 4.693 -1.476
N -2.102 -0.224 1.376
C -5.601 -0.728 -1.790
H 0.514 -1.693 -8.642
C -3.360 -0.572 0.983
C 1.128 -0.112 -2.800
H -3.917 0.654 4.019
N 1.346 0.146 -1.408
C -7.330 -2.112 -0.138
C -1.304 1.239 4.728
H 1.507 -1.866 -0.792
C -2.160 0.295 2.642
H -4.920 -0.195 -2.440
C 0.164 1.272 2.691
C 1.499 -1.871 3.102
C -3.548 0.269 3.081
N 0.403 1.258 1.341
C 0.150 -2.834 4.839
C 0.571 -2.132 2.095
C 2.198 2.134 -0.172
H -5.603 -2.529 1.064
H -1.693 -0.478 -5.175
C 2.000 1.423 -1.324
C -1.364 2.871 6.523
C 4.962 -2.096 -2.881
H -8.000 -2.674 0.504
C -1.730 0.273 5.646
C -1.115 2.544 5.200
C 1.520 -1.890 -6.755
```

Highest occupied orbital energy (alpha / beta), eV: -0.22 / -0.22
E_LUMO (alpha / beta), eV: 3.7 / 3.7
Frontier orbital gap (alpha / beta), eV: 3.92 / 3.91
Energy relative to the best compared isomer or geometry (same formula, charge and spin), eV: 0.974
E_tot, hartree: -5850.438161
Net charge: -2

Results of the Mulliken charge analysis, in e, for atoms 1 through 8: C -0.08; H 0.28; H 0.53; H 0.53; C -0.20; H 0.36; H 0.43; H 0.65